Version 1
The following is a DFT calculation (ωB97M-V/def2-TZVPD) of a cluster of 8 separate species, C32H80O16 in total.

For the HOMO energy, the calculation gives -9.04 eV. The structure (SMILES) is COCCOC.COCCOC.COCCOC.COCCOC.COCCOC.COCCOC.COCCOC.COCCOC. Its molar mass is 721.0 g/mol.

```
! wB97M-V def2-TZVPD RIJCOSX def2/J DEFGRID3
* xyz 0 1
C -2.168 4.441 0.515
O -0.813 4.421 0.136
C 0.030 4.043 1.144
C 1.469 3.918 0.711
O 1.601 2.669 0.012
C 2.763 2.599 -0.677
H -2.606 3.455 0.717
H -2.761 4.773 -0.327
H -2.316 5.050 1.380
H -0.313 3.063 1.599
H -0.061 4.737 2.020
H 2.090 3.900 1.590
H 1.900 4.687 0.104
H 3.727 2.678 -0.083
H 2.771 3.325 -1.474
H 2.777 1.643 -1.212
C -4.870 1.440 -4.603
O -4.207 0.229 -4.171
C -3.793 -0.741 -5.090
C -2.271 -0.932 -5.087
O -1.667 0.088 -5.829
C -0.304 0.140 -5.820
H -5.828 1.140 -4.989
H -4.451 1.963 -5.426
H -4.927 2.136 -3.767
H -4.124 -0.403 -6.065
H -4.264 -1.693 -4.880
H -2.033 -1.867 -5.573
H -1.960 -0.979 -4.020
H 0.097 -0.825 -6.121
H 0.119 0.326 -4.799
H 0.157 0.908 -6.441
C 2.660 -3.100 1.204
O 1.567 -2.374 1.651
C 1.657 -0.960 1.495
C 0.823 -0.537 0.328
O 1.368 -1.076 -0.861
C 0.777 -0.677 -2.086
H 3.449 -2.804 1.881
H 2.754 -2.826 0.137
H 2.387 -4.117 1.168
H 2.682 -0.672 1.426
H 1.284 -0.596 2.494
H 0.933 0.569 0.216
H -0.232 -0.785 0.456
H 1.269 0.254 -2.438
H -0.281 -0.472 -1.856
H 0.968 -1.395 -2.901
C -2.255 2.016 -2.242
O -1.844 3.335 -2.432
C -0.362 3.412 -2.564
C 0.063 4.785 -2.886
O -0.056 5.009 -4.288
C 0.622 6.095 -4.844
H -1.515 1.455 -1.589
H -2.392 1.509 -3.184
H -3.248 2.074 -1.753
H -0.043 2.711 -3.348
H 0.053 3.046 -1.621
H 1.130 4.867 -2.629
H -0.505 5.502 -2.268
H 0.340 7.046 -4.392
H 0.387 6.053 -5.885
H 1.748 5.970 -4.814
C -4.612 -3.124 6.259
O -3.206 -3.185 6.012
C -2.596 -4.398 6.424
C -2.815 -5.652 5.620
O -2.158 -5.586 4.396
C -0.691 -5.939 4.454
H -4.903 -2.077 6.289
H -4.870 -3.576 7.262
H -5.180 -3.634 5.535
H -2.829 -4.554 7.464
H -1.549 -4.141 6.376
H -3.891 -5.862 5.381
H -2.410 -6.425 6.265
H -0.548 -7.016 4.692
H -0.122 -5.246 5.115
H -0.328 -5.736 3.418
C 2.649 1.491 -4.499
O 3.234 0.325 -4.028
C 3.454 -0.499 -5.184
C 3.785 -1.878 -4.734
O 2.697 -2.579 -4.288
C 3.027 -3.830 -3.674
H 1.692 1.332 -5.025
H 3.325 2.038 -5.144
H 2.462 2.139 -3.633
H 4.265 -0.075 -5.774
H 2.499 -0.461 -5.759
H 4.554 -1.805 -3.926
H 4.381 -2.481 -5.449
H 3.409 -4.652 -4.364
H 2.082 -4.083 -3.258
H 3.820 -3.635 -2.996
C -4.685 -2.601 0.698
O -3.828 -2.992 1.799
C -2.434 -2.786 1.718
C -2.020 -1.489 2.361
O -2.496 -0.521 1.466
C -2.657 0.767 1.948
H -5.062 -3.501 0.197
H -4.146 -1.941 0.030
H -5.531 -2.097 1.243
H -2.020 -2.885 0.694
H -1.935 -3.554 2.276
H -0.922 -1.425 2.416
H -2.631 -1.478 3.252
H -1.711 1.390 2.012
H -3.061 0.659 2.947
H -3.423 1.251 1.313
C 6.477 1.664 4.647
O 5.300 0.936 4.999
C 4.168 1.271 4.187
C 2.960 0.407 4.587
O 2.457 0.885 5.829
C 1.268 0.230 6.227
H 7.113 1.369 3.737
H 7.230 1.378 5.343
H 6.312 2.722 4.711
H 4.476 1.145 3.157
H 3.913 2.290 4.384
H 3.230 -0.663 4.619
H 2.203 0.485 3.895
H 1.480 -0.794 6.500
H 0.507 0.235 5.439
H 0.891 0.795 7.096
*
```

Löwdin atomic charge list, values in e, 99 entries:
1 C -0.082
2 O -0.177
3 C -0.229
4 C -0.153
5 O -0.222
6 C -0.156
7 H 0.075
8 H 0.091
9 H 0.082
10 H 0.128
11 H 0.137
12 H 0.119
13 H 0.119
14 H 0.118
15 H 0.069
16 H 0.085
17 C -0.067
18 O -0.203
19 C -0.200
20 C -0.194
21 O -0.165
22 C -0.146
23 H 0.077
24 H 0.075
25 H 0.086
26 H 0.123
27 H 0.119
28 H 0.120
29 H 0.132
30 H 0.087
31 H 0.074
32 H 0.094
33 C -0.105
34 O -0.206
35 C -0.186
36 C -0.188
37 O -0.190
38 C -0.077
39 H 0.090
40 H 0.090
41 H 0.073
42 H 0.114
43 H 0.117
44 H 0.120
45 H 0.110
46 H 0.068
47 H 0.080
48 H 0.084
49 C -0.119
50 O -0.188
51 C -0.166
52 C -0.199
53 O -0.181
54 C -0.126
55 H 0.096
56 H 0.061
57 H 0.096
58 H 0.121
59 H 0.096
60 H 0.120
61 H 0.136
62 H 0.086
63 H 0.074
64 H 0.100
65 C -0.098
66 O -0.183
67 C -0.220
68 C -0.242
69 O -0.200
70 C -0.042
71 H 0.083
72 H 0.102
73 H 0.062
74 H 0.113
75 H 0.112
76 H 0.143
77 H 0.116
78 H 0.088
79 H 0.082
80 H 0.086
81 C -0.142
82 O -0.174
83 C -0.180
84 C -0.262
85 O -0.188
86 C -0.070
87 H 0.054
88 H 0.092
89 H 0.075
90 H 0.128
91 H 0.124
92 H 0.136
93 H 0.132
94 H 0.109
95 H 0.080
96 H 0.070
97 C -0.071
98 O -0.189
99 C -0.213

=====

Version 2
The following is a DFT calculation (ωB97M-V/def2-TZVPD) of a cluster of 8 separate species, C32H80O16 in total.

For the HOMO energy, the calculation gives -9.14 eV. The structure (SMILES) is COCCOC.COCCOC.COCCOC.COCCOC.COCCOC.COCCOC.COCCOC.COCCOC. Its molar mass is 721.0 g/mol.

```
! wB97M-V def2-TZVPD RIJCOSX def2/J DEFGRID3
* xyz 0 1
C 26.445 13.438 -5.326
O 26.952 12.137 -5.115
C 25.892 11.211 -5.022
C 26.491 9.854 -4.702
O 25.468 8.901 -4.673
C 25.962 7.607 -4.340
H 25.926 13.457 -6.292
H 27.211 14.211 -5.366
H 25.779 13.701 -4.497
H 25.377 11.182 -5.992
H 25.215 11.497 -4.210
H 26.988 9.989 -3.728
H 27.285 9.585 -5.407
H 26.788 7.357 -5.007
H 25.207 6.858 -4.584
H 26.157 7.629 -3.267
C 30.817 8.966 -8.675
O 30.997 7.597 -8.406
C 31.233 6.816 -9.566
C 31.733 5.456 -9.114
O 32.265 4.827 -10.262
C 32.706 3.503 -9.950
H 30.487 9.452 -7.760
H 30.091 9.094 -9.486
H 31.769 9.436 -8.959
H 31.997 7.323 -10.166
H 30.310 6.747 -10.152
H 30.906 4.898 -8.659
H 32.497 5.604 -8.343
H 31.826 2.857 -9.869
H 33.362 3.516 -9.083
H 33.213 3.141 -10.846
C 32.038 5.123 -2.310
O 30.987 5.631 -3.115
C 29.855 4.805 -3.076
C 28.690 5.498 -3.757
O 28.973 5.899 -5.073
C 28.645 4.921 -6.036
H 32.870 5.807 -2.466
H 32.312 4.098 -2.566
H 31.741 5.201 -1.257
H 29.550 4.661 -2.026
H 30.042 3.802 -3.479
H 28.409 6.368 -3.156
H 27.777 4.889 -3.669
H 29.010 3.918 -5.793
H 28.892 5.256 -7.036
H 27.545 4.797 -6.040
C 28.118 13.867 -12.615
O 28.747 15.132 -12.521
C 28.372 15.976 -13.589
C 29.345 17.116 -13.675
O 29.209 17.654 -14.982
C 29.863 18.893 -15.142
H 28.388 13.235 -11.775
H 28.431 13.380 -13.544
H 27.037 14.036 -12.642
H 27.333 16.318 -13.473
H 28.377 15.414 -14.532
H 30.368 16.745 -13.526
H 29.215 17.920 -12.939
H 29.635 19.245 -16.146
H 30.934 18.812 -14.948
H 29.407 19.644 -14.483
C 26.850 15.738 -9.627
O 26.303 17.032 -9.737
C 26.951 17.808 -10.726
C 26.299 19.181 -10.708
O 26.874 20.052 -11.655
C 26.402 19.842 -12.977
H 26.491 15.329 -8.684
H 27.943 15.822 -9.570
H 26.622 15.070 -10.462
H 26.864 17.329 -11.701
H 27.990 17.974 -10.414
H 26.339 19.590 -9.698
H 25.218 19.100 -10.907
H 25.354 20.160 -13.050
H 26.537 18.807 -13.287
H 26.947 20.561 -13.587
C 20.944 5.487 -8.287
O 22.330 5.686 -8.153
C 22.737 6.656 -7.206
C 22.285 6.425 -5.780
O 20.967 6.900 -5.594
C 20.533 6.757 -4.278
H 20.417 6.325 -8.755
H 20.461 5.357 -7.313
H 20.783 4.553 -8.821
H 22.487 7.653 -7.584
H 23.830 6.605 -7.188
H 22.997 6.896 -5.090
H 22.345 5.355 -5.533
H 20.952 7.515 -3.603
H 20.721 5.767 -3.841
H 19.450 6.877 -4.190
C 24.462 6.395 -10.713
O 25.363 6.408 -11.793
C 26.026 7.623 -12.051
C 25.068 8.735 -12.447
O 24.113 8.398 -13.432
C 24.679 8.292 -14.731
H 25.037 6.417 -9.782
H 23.848 5.497 -10.762
H 23.717 7.197 -10.778
H 26.822 7.513 -12.786
H 26.489 7.927 -11.099
H 25.611 9.646 -12.747
H 24.485 9.062 -11.581
H 25.168 9.225 -15.022
H 23.828 8.056 -15.370
H 25.373 7.449 -14.798
C 27.596 12.185 -8.052
O 27.244 10.841 -7.802
C 26.162 10.455 -8.617
C 25.700 9.055 -8.256
O 26.714 8.121 -8.587
C 27.603 7.810 -7.525
H 27.936 12.330 -9.082
H 28.375 12.502 -7.361
H 26.731 12.828 -7.849
H 26.457 10.494 -9.673
H 25.278 11.102 -8.485
H 24.855 8.810 -8.908
H 25.294 9.013 -7.239
H 28.015 8.743 -7.132
H 28.439 7.257 -7.948
H 27.115 7.249 -6.732
*
```

Löwdin atomic charge list, values in e, 99 entries:
1 C -0.117
2 O -0.190
3 C -0.199
4 C -0.217
5 O -0.187
6 C -0.086
7 H 0.069
8 H 0.093
9 H 0.092
10 H 0.118
11 H 0.132
12 H 0.137
13 H 0.110
14 H 0.051
15 H 0.079
16 H 0.098
17 C -0.115
18 O -0.210
19 C -0.200
20 C -0.216
21 O -0.190
22 C -0.096
23 H 0.087
24 H 0.091
25 H 0.089
26 H 0.128
27 H 0.130
28 H 0.120
29 H 0.131
30 H 0.088
31 H 0.087
32 H 0.086
33 C -0.103
34 O -0.172
35 C -0.234
36 C -0.226
37 O -0.175
38 C -0.104
39 H 0.089
40 H 0.087
41 H 0.087
42 H 0.127
43 H 0.124
44 H 0.119
45 H 0.129
46 H 0.091
47 H 0.068
48 H 0.090
49 C -0.109
50 O -0.196
51 C -0.224
52 C -0.201
53 O -0.194
54 C -0.108
55 H 0.080
56 H 0.090
57 H 0.085
58 H 0.114
59 H 0.131
60 H 0.134
61 H 0.120
62 H 0.089
63 H 0.090
64 H 0.080
65 C -0.104
66 O -0.177
67 C -0.208
68 C -0.209
69 O -0.185
70 C -0.094
71 H 0.078
72 H 0.094
73 H 0.076
74 H 0.098
75 H 0.137
76 H 0.130
77 H 0.128
78 H 0.091
79 H 0.075
80 H 0.088
81 C -0.104
82 O -0.186
83 C -0.194
84 C -0.212
85 O -0.186
86 C -0.131
87 H 0.094
88 H 0.077
89 H 0.089
90 H 0.133
91 H 0.118
92 H 0.110
93 H 0.137
94 H 0.090
95 H 0.089
96 H 0.087
97 C -0.102
98 O -0.172
99 C -0.201

=====

version 2 takes first place; second place is 205.0 kJ/mol up.

=====

Version 1
The following is a DFT calculation (ωB97M-V/def2-TZVPD) of a structure of composition C3H3N3O2.

For the HOMO energy, the calculation gives -9.34 eV. Its molar mass is 113.1 g/mol.

```
! wB97M-V def2-TZVPD RIJCOSX def2/J DEFGRID3
* xyz 0 1
C -0.748 -0.299 1.508
C -0.471 -0.165 0.180
C 0.510 0.083 -1.503
H 0.358 1.212 2.423
H -1.429 -1.202 1.884
H 2.041 0.687 -1.765
N -1.070 -1.028 -0.717
N -0.557 -0.791 -1.864
N 0.476 0.563 -0.282
O -0.343 0.406 2.674
O 1.232 0.534 -2.539
*
```

Partial atomic charges computed with the Löwdin method, in multiples of e:
1 C -0.013
2 C -0.490
3 C -0.491
4 H 0.202
5 H 0.174
6 H 0.229
7 N 0.071
8 N 0.121
9 N 0.176
10 O -0.033
11 O 0.054

=====

Version 2
The following is a DFT calculation (ωB97M-V/def2-TZVPD) of a structure of composition C3H3N3O2.

For the HOMO energy, the calculation gives -9.25 eV. Its molar mass is 113.1 g/mol.

```
! wB97M-V def2-TZVPD RIJCOSX def2/J DEFGRID3
* xyz 0 1
C -1.722 -0.601 -0.109
C -0.375 -0.281 0.321
C 1.592 0.103 -0.089
H -2.210 1.257 -0.141
H -2.013 -1.606 0.125
H 3.106 -0.879 -0.383
N -0.325 1.106 0.269
N 0.889 1.387 -0.006
N 0.860 -0.926 0.172
O -2.704 0.339 -0.115
O 2.903 0.101 -0.045
*
```

Partial atomic charges computed with the Löwdin method, in multiples of e:
1 C -0.024
2 C -0.321
3 C -0.490
4 H 0.152
5 H 0.118
6 H 0.194
7 N 0.014
8 N 0.105
9 N 0.167
10 O 0.010
11 O 0.075

=====

Version 3
The following is a DFT calculation (ωB97M-V/def2-TZVPD) of a cluster of 2 separate species, C3H3N3O2 in total.

For the HOMO energy, the calculation gives -9.97 eV. Its molar mass is 113.1 g/mol.

```
! wB97M-V def2-TZVPD RIJCOSX def2/J DEFGRID3
* xyz 0 1
C -1.132 -0.983 0.168
C 0.618 0.567 -0.563
C 0.920 -0.516 -1.566
H -0.842 0.369 2.336
H -2.269 -0.595 0.539
H 1.699 2.223 0.425
N -0.539 0.298 0.136
N 1.940 1.456 -0.370
N 0.937 -1.564 -2.194
O -0.797 1.191 1.128
O -0.534 -2.446 -0.039
*
```

Partial atomic charges computed with the Löwdin method, in multiples of e:
1 C 0.005
2 C -0.209
3 C -0.157
4 H 0.369
5 H 0.184
6 H 0.057
7 N -0.274
8 N 0.090
9 N 0.173
10 O -0.075
11 O -0.163

=====

version 2 takes first place; second place is 68.2 kJ/mol up.